Entry w
23
Properties=species:S:1:pos:R:3:mulliken_charge:R:1 method="wB97M-V/def2-TZVPD" homo_lumo_gap_ev=10.39 smiles=C[C@@H](CO)NCC[NH3+] total_charge=+1 homo_ev=-13.54
N -0.203 1.036 1.803 -0.224
C -1.417 1.377 1.003 -0.782
C -0.994 1.438 -0.493 -0.462
N 0.235 0.677 -0.647 -0.236
C -0.344 -1.284 -2.128 -1.393
C 0.009 -0.739 -0.739 0.319
C 1.205 -1.448 -0.163 -0.818
O 1.464 -0.964 1.174 -0.630
H 0.078 0.058 1.657 0.272
H -0.391 1.239 2.774 0.368
H 0.614 1.570 1.490 0.351
H -1.778 2.339 1.323 0.407
H -2.121 0.580 1.153 0.381
H -1.771 1.034 -1.108 0.253
H -0.845 2.489 -0.718 0.480
H 0.820 1.059 -1.394 0.268
H 0.535 -1.428 -2.755 0.359
H -0.996 -0.586 -2.664 0.359
H -0.837 -2.246 -1.996 0.399
H -0.781 -1.042 -0.064 0.198
H 0.995 -2.506 -0.027 0.380
H 2.087 -1.333 -0.785 0.401
H 1.974 -0.154 1.082 0.351

=====

Entry x
23
Properties=species:S:1:pos:R:3:mulliken_charge:R:1 method="wB97M-V/def2-TZVPD" homo_lumo_gap_ev=12.00 total_charge=+1 homo_ev=-14.85
C 0.409 -2.149 2.014 -1.411
C 1.070 0.633 -1.461 -0.967
C -0.513 2.192 -0.283 -0.898
C 0.232 -1.443 0.656 -0.024
C 0.510 0.057 0.766 0.354
N 1.126 0.750 1.612 -0.532
N 0.022 0.829 -0.410 0.245
O -2.239 -0.171 -1.921 -0.583
H -0.148 -1.590 2.821 0.367
H 0.173 -3.290 1.868 0.327
H 1.399 -2.232 2.355 0.396
H 0.675 1.143 -2.390 0.346
H 1.832 1.198 -0.984 0.498
H 1.557 -0.317 -1.493 0.303
H -1.374 2.192 0.282 0.393
H 0.252 2.589 0.373 0.437
H -0.612 2.860 -1.206 0.267
H -0.808 -1.735 0.301 0.234
H 0.965 -1.895 -0.138 0.227
H 1.551 0.336 2.400 0.293
H -2.341 0.201 -2.762 0.261
H -0.696 0.283 -0.806 0.196
H -3.041 -0.441 -1.594 0.272

=====

Bottom line: entry w, by a margin of 29.5 kcal/mol.

=====

Entry w
23
Properties=species:S:1:pos:R:3:mulliken_charge:R:1 method="wB97M-V/def2-TZVPD" homo_lumo_gap_ev=7.82 total_charge=+1 homo_ev=-11.41
C 1.188 0.375 2.514 -0.429
O 1.758 0.896 3.691 -0.490
C -0.003 1.284 2.242 -0.576
N -0.881 0.692 1.169 -0.203
H 0.836 -0.650 2.666 0.334
H 1.894 0.401 1.682 0.344
H 2.545 0.389 3.923 0.326
H -0.614 1.350 3.141 0.376
H 0.303 2.271 1.910 0.336
H -1.194 -0.246 1.426 0.413
H -0.421 0.619 0.254 -0.111
H -1.701 1.280 1.018 0.424
C 0.382 0.771 -2.125 -1.151
C -0.028 -0.572 -2.662 -0.036
C -0.896 -1.400 -2.094 -0.025
N -1.369 -2.601 -2.636 -0.515
H -0.373 1.206 -1.463 0.360
H 1.336 0.703 -1.595 0.257
H 0.475 1.495 -2.929 0.401
H 0.437 -0.867 -3.597 0.271
H -1.411 -1.129 -1.174 0.206
H -1.463 -3.345 -1.951 0.238
H -0.798 -2.924 -3.407 0.251

=====

Entry x
23
Properties=species:S:1:pos:R:3:mulliken_charge:R:1 method="wB97M-V/def2-TZVPD" homo_lumo_gap_ev=9.68 smiles=CNC[C@H]([NH3+])[C@@H](C)O total_charge=+1 homo_ev=-12.85
N 1.688 -0.119 0.285 -0.256
C 0.339 0.177 -0.347 -0.034
C 0.132 1.686 -0.236 -0.038
C -1.270 2.277 -0.360 -1.321
O 0.653 1.951 1.117 -0.574
C -0.746 -0.752 0.237 -0.719
N -0.929 -1.919 -0.586 -0.288
C -0.075 -3.056 -0.243 -0.917
H 1.634 -0.031 1.298 0.364
H 2.358 0.571 -0.044 0.340
H 2.001 -1.069 0.067 0.305
H 0.448 -0.185 -1.373 0.357
H 0.776 2.215 -0.923 0.436
H -1.444 2.537 -1.397 0.356
H -1.250 3.254 0.097 0.410
H -2.031 1.634 0.061 0.376
H 0.472 2.883 1.345 0.352
H -1.644 -0.165 0.206 0.381
H -0.510 -0.979 1.288 0.294
H -1.892 -2.183 -0.698 0.257
H -0.407 -3.924 -0.806 0.359
H 0.931 -2.847 -0.605 0.236
H -0.158 -3.337 0.810 0.324

=====

Bottom line: entry x, by a margin of 14.8 kcal/mol.